(w)
22
Properties=species:S:1:pos:R:3:lowdin_charge:R:1 method="wB97M-V/def2-TZVPD" charge=+2 spin_multiplicity=1 molar_mass_g_mol=118.18 homo_ha=-0.64576
C -1.4763 -1.1987 0.1520 -0.032
C -0.5841 -0.1806 -0.5042 -0.038
C -1.5492 0.2627 0.4714 -0.216
C 2.0648 -1.2941 0.2355 0.041
C 1.5154 0.1175 0.0483 -0.303
N -2.9042 0.7652 -0.0233 0.259
N 1.9334 1.1815 -0.8923 0.276
O 1.4540 0.7238 1.2810 0.043
H -2.2396 -1.6380 -0.4018 0.102
H -1.0496 -1.9296 0.8663 0.143
H -0.6264 -0.0883 -1.5939 0.124
H -1.3562 0.7345 1.3376 0.121
H 1.9853 -1.8816 -0.6746 0.119
H 3.0702 -1.3328 0.3670 0.074
H 1.6321 -1.6496 1.0541 0.057
H -3.1229 0.1758 -0.8092 0.162
H -3.0078 1.7422 -0.1241 0.161
H -3.7042 0.6651 0.5927 0.186
H 1.5617 2.1049 -0.4612 0.238
H 2.8597 1.1158 -1.0867 0.130
H 1.6140 1.1483 -1.8971 0.209
H 1.9298 0.4559 2.0627 0.143

---

(x)
22
Properties=species:S:1:pos:R:3:lowdin_charge:R:1 method="wB97M-V/def2-TZVPD" charge=+2 spin_multiplicity=1 molar_mass_g_mol=118.18 smiles="C[N+](C)(C)C(=[NH2+])CO" homo_ha=-0.72219
C 1.1178 -1.2300 0.1003 0.040
N -0.2731 -0.6719 0.0963 -0.266
C -1.2555 -1.4520 0.9986 0.098
C -0.5832 -0.5825 -1.3911 0.074
C -0.3176 0.7306 0.3475 -0.147
N -1.1740 1.3179 1.1051 0.273
C 1.1474 1.6498 -0.0935 -0.037
O 1.3355 1.5210 -1.4952 -0.061
H 1.7919 -0.8269 -0.7153 0.150
H 1.5319 -1.0145 1.1100 0.140
H 1.0773 -2.2530 0.0123 0.099
H -1.4755 -2.3472 0.3056 0.169
H -0.9149 -1.8370 1.9057 0.108
H -2.1262 -0.9231 1.0853 0.067
H 0.0127 -1.1843 -1.9450 0.087
H -1.7049 -0.6663 -1.5624 0.167
H -0.2370 0.4619 -1.7467 0.137
H -1.0601 2.4297 1.2084 0.244
H -1.7435 0.8707 1.9227 0.218
H 1.9304 1.0719 0.5366 0.152
H 1.0684 2.7381 0.1475 0.150
H 1.8522 2.1972 -1.9327 0.136

---

(w) has the most favorable energy; the next structure is 4.2 kcal/mol above.

---

(w)
8
Properties=species:S:1:pos:R:3:lowdin_charge:R:1 method="wB97M-V/def2-TZVPD" spin_multiplicity=1 molar_mass_g_mol=73.05 smiles="O=CNC=O" homo_ha=-0.39065
O 2.0385 -0.1379 1.0161 0.055
C 1.1390 -0.0721 0.2097 -0.334
N -0.1884 -0.0346 0.5305 0.116
C -1.1221 -0.0302 -0.5193 -0.294
O -2.2436 0.4017 -0.5017 0.075
H 1.4017 0.0325 -0.8080 0.120
H -0.3645 0.1385 1.4944 0.151
H -0.6606 -0.2980 -1.4218 0.111

---

(x)
8
Properties=species:S:1:pos:R:3:lowdin_charge:R:1 method="wB97M-V/def2-TZVPD" spin_multiplicity=1 molar_mass_g_mol=73.05 homo_ha="-0.30434 / -0.30432"
C 0.3716 -0.6234 0.0470 -0.392
C -0.9683 0.0070 0.0195 -0.024
N 1.8205 0.5062 -0.1726 0.051
O 0.6741 -1.7595 0.0576 0.101
O 1.5173 1.5950 0.1327 -0.032
H -1.6243 -0.8846 0.1668 0.109
H -0.9158 0.8365 0.7602 0.097
H -0.8751 0.3229 -1.0113 0.090

---

(w) has the most favorable energy; the next structure is 78.8 kcal/mol above.

---

(w)
8
Properties=species:S:1:pos:R:3:lowdin_charge:R:1 method="wB97M-V/def2-TZVPD" spin_multiplicity=1 molar_mass_g_mol=73.05 smiles="C=CON=O" homo_ha=-0.36703
C 1.0218 -0.5088 -0.4721 0.003
C 0.0333 0.2879 -0.6773 -0.264
O -0.9684 0.5708 0.1826 -0.081
N -0.9027 0.1041 1.5094 0.045
O -2.0496 0.2646 1.9569 0.023
H 1.8667 -0.4622 -1.1381 0.065
H 0.9019 -1.1950 0.3148 0.047
H 0.0971 0.9386 -1.6762 0.162

---

(x)
8
Properties=species:S:1:pos:R:3:lowdin_charge:R:1 method="wB97M-V/def2-TZVPD" spin_multiplicity=1 molar_mass_g_mol=73.05 smiles="O=CNC=O" homo_ha=-0.38169
O 0.0121 1.5047 1.0400 -0.003
C -0.8363 0.7486 0.5432 -0.309
N -0.4025 -0.2716 -0.2615 0.061
C 0.9965 -0.5220 -0.3526 -0.262
O 1.4771 -1.2548 -1.2267 0.020
H -1.9872 0.8570 0.6668 0.155
H -0.9071 -0.9936 -0.8659 0.186
H 1.6475 -0.0684 0.4567 0.152

---

(y)
8
Properties=species:S:1:pos:R:3:lowdin_charge:R:1 method="wB97M-V/def2-TZVPD" spin_multiplicity=1 molar_mass_g_mol=73.05 smiles="[H]/N=C/OC=O" homo_ha=-0.36323
H -1.7210 -0.1837 1.7009 0.039
N -1.6000 0.0832 0.7308 0.093
C -0.4509 -0.1028 0.2599 -0.427
O -0.2136 0.2115 -0.9958 -0.066
C 1.4558 0.0859 -1.4705 -0.051
O 2.2206 -0.3091 -0.6960 0.151
H 0.4204 -0.5202 0.8042 0.123
H 1.4298 0.4228 -2.4913 0.138

---

(x) has the most favorable energy; the next structure is 31.9 kcal/mol above.

---

(w)
8
Properties=species:S:1:pos:R:3:lowdin_charge:R:1 method="wB97M-V/def2-TZVPD" spin_multiplicity=1 molar_mass_g_mol=73.05 homo_ha=-0.34918
C 0.8280 -0.2083 -0.8239 -0.084
C 0.3570 1.0473 -0.3947 -0.095
N -1.3717 -0.0272 -1.0386 0.067
O -0.9758 1.0457 -0.6001 0.025
O -0.2940 -0.8443 -1.2384 -0.050
H 0.2791 -1.7090 1.6561 0.022
H 0.7485 1.8970 -0.0054 0.079
H 0.4288 -1.2012 2.4450 0.036

---

(x)
8
Properties=species:S:1:pos:R:3:lowdin_charge:R:1 method="wB97M-V/def2-TZVPD" spin_multiplicity=1 molar_mass_g_mol=73.05 smiles="C1=NOCO1" homo_ha=-0.34818
C 0.7243 0.0199 0.9449 -0.217
N 1.0664 -0.9915 0.3141 0.134
O 0.1349 -0.9693 -0.8492 -0.086
C -0.7077 0.1390 -0.6693 -0.276
O -0.1497 0.8373 0.3104 -0.002
H 1.2435 0.3602 1.9045 0.170
H -1.7022 -0.1295 -0.3546 0.128
H -0.6095 0.7339 -1.6008 0.148

---

(y)
8
Properties=species:S:1:pos:R:3:lowdin_charge:R:1 method="wB97M-V/def2-TZVPD" spin_multiplicity=1 molar_mass_g_mol=73.05 homo_ha=-0.38329
C -1.5948 -0.0850 -0.0001 -0.412
C -0.1320 -0.0136 0.0002 0.004
N -2.4837 -1.0205 0.0001 0.126
O -2.4755 0.9682 0.0001 0.044
O -3.4793 -0.0224 -0.0001 -0.040
H 0.2164 0.5088 -0.8899 0.092
H 0.2143 0.5363 0.8743 0.092
H 0.2681 -1.0230 0.0156 0.094

---

(x) has the most favorable energy; the next structure is 45.4 kcal/mol above.